ORCA calculation (ωB97M-V with the def2-TZVPD basis set) on 12 unconnected molecules or ions with the total composition C54H126N6O12 at a distorted geometry.

Output
- E_LUMO (spin up / spin down): 1.909 / 1.988 eV
- ⟨S²⟩: 0.750
- HOMO (spin up / spin down): 0.538 / -6.133 eV
- Maximum force: 3.96 eV/A
- Calculated total energy: -91540.141 eV
- Spin multiplicity: 2
- Net charge: -1

Last columns: bonded neighbours and bond lengths (Å).
Positions of all 198 atoms, in Å:
1 C -1.0216 -0.7757 2.4739  C2 1.559, H12 1.090, H13 1.090, H14 1.090
2 C -0.3304 0.4622 1.8261  C1 1.559, C3 1.571, N7 1.498, C11 1.594
3 C 1.1424 -0.0428 1.6185  C2 1.571, C4 1.539, H15 1.090, H16 1.090
4 C 1.9319 0.8009 0.6015  C3 1.539, C5 1.572, H17 1.090, H18 1.090
5 C 1.1016 1.1377 -0.6896  C4 1.572, C6 1.592, H19 1.090, H20 1.090
6 C -0.3878 1.6731 -0.5199  C5 1.592, N7 1.521, C9 1.508, C10 1.617
7 N -1.0318 0.7998 0.5458  C2 1.498, C6 1.521, O8 1.420
8 O -2.3606 1.2420 0.7797  N7 1.420, H30 0.960
9 C -0.3087 3.1293 -0.1346  C6 1.508, H21 1.090, H22 1.090, H23 1.090
10 C -1.1962 1.4418 -1.9007  C6 1.617, H24 1.090, H25 1.090, H26 1.090
11 C -0.3096 1.6514 2.8866  C2 1.594, H27 1.090, H28 1.090, H29 1.090
12 H -1.1934 -1.6121 1.7964  C1 1.090
13 H -2.0549 -0.4649 2.6281  C1 1.090
14 H -0.5270 -1.2670 3.3118  C1 1.090
15 H 1.5884 -0.0243 2.6130  C3 1.090
16 H 1.0774 -1.0649 1.2454  C3 1.090
17 H 2.9426 0.4349 0.4208  C4 1.090
18 H 2.2745 1.6979 1.1174  C4 1.090
19 H 1.0819 0.2410 -1.3090  C5 1.090
20 H 1.6946 1.8447 -1.2698  C5 1.090
21 H 0.1479 3.7566 -0.9002  C9 1.090
22 H -1.2662 3.6169 0.0485  C9 1.090
23 H 0.3348 3.3490 0.7173  C9 1.090
24 H -1.2758 0.4053 -2.2284  C10 1.090
25 H -2.1757 1.9087 -1.7964  C10 1.090
26 H -0.8277 1.9422 -2.7962  C10 1.090
27 H 0.4168 2.4026 2.5763  C11 1.090
28 H -0.1134 1.2757 3.8908  C11 1.090
29 H -1.3186 2.0437 3.0138  C11 1.090
30 H -2.7448 1.0520 -0.0793  O8 0.960
31 C 5.1771 2.6712 -1.1931  C32 1.547, H42 1.090, H43 1.090, H44 1.090
32 C 5.7838 1.5081 -2.0125  C31 1.547, C33 1.601, N37 1.552, C41 1.566
33 C 6.0223 1.8275 -3.5629  C32 1.601, C34 1.509, H45 1.090, H46 1.090
34 C 6.9513 0.8973 -4.3036  C33 1.509, C35 1.528, H47 1.090, H48 1.090
35 C 8.2738 0.7773 -3.5481  C34 1.528, C36 1.544, H49 1.090, H50 1.090
36 C 8.2463 0.3141 -2.0754  C35 1.544, N37 1.469, C39 1.595, C40 1.537
37 N 7.1878 1.1333 -1.4690  C32 1.552, C36 1.469, O38 1.323
38 O 7.2511 1.2277 -0.1504  N37 1.323, H60 0.960
39 C 8.0479 -1.2604 -1.9125  C36 1.595, H51 1.090, H52 1.090, H53 1.090
40 C 9.6597 0.7025 -1.6128  C36 1.537, H54 1.090, H55 1.090, H56 1.090
41 C 4.8203 0.2742 -1.9762  C32 1.566, H57 1.090, H58 1.090, H59 1.090
42 H 5.6782 3.6096 -1.4305  C31 1.090
43 H 5.1274 2.3504 -0.1526  C31 1.090
44 H 4.1505 2.8666 -1.5031  C31 1.090
45 H 5.1491 1.5837 -4.1680  C33 1.090
46 H 6.3526 2.8401 -3.7944  C33 1.090
47 H 7.0219 1.1781 -5.3545  C34 1.090
48 H 6.4190 -0.0537 -4.3227  C34 1.090
49 H 8.6565 1.7869 -3.6979  C35 1.090
50 H 8.9378 0.0837 -4.0639  C35 1.090
51 H 8.7402 -1.6769 -1.1808  C39 1.090
52 H 7.0184 -1.5132 -1.6592  C39 1.090
53 H 8.2454 -1.7750 -2.8529  C39 1.090
54 H 9.8523 1.6980 -2.0128  C40 1.090
55 H 9.7298 0.6495 -0.5263  C40 1.090
56 H 10.3132 -0.0774 -2.0038  C40 1.090
57 H 5.2589 -0.5902 -2.4747  C41 1.090
58 H 3.9179 0.5456 -2.5240  C41 1.090
59 H 4.5800 -0.0562 -0.9657  C41 1.090
60 H 7.6775 2.0810 -0.0419  O38 0.960
61 C 1.5508 -3.3282 3.7570  C62 1.584, H72 1.090, H73 1.090, H74 1.090
62 C 0.6881 -4.5122 3.1533  C61 1.584, C63 1.550, N67 1.464, C71 1.594
63 C -0.6434 -4.3686 3.9336  C62 1.550, C64 1.532, H75 1.090, H76 1.090
64 C -1.9313 -5.0481 3.4592  C63 1.532, C65 1.524, H77 1.090, H78 1.090
65 C -2.0529 -4.5316 2.0310  C64 1.524, C66 1.579, H79 1.090, H80 1.090
66 C -0.8347 -4.8287 1.0719  C65 1.579, N67 1.521, C69 1.534, C70 1.534
67 N 0.4010 -4.2481 1.7420  C62 1.464, C66 1.521, O68 1.345
68 O 1.4995 -4.2082 0.9666  N67 1.345, H90 0.960
69 C -0.8245 -6.3197 0.7119  C66 1.534, H81 1.090, H82 1.090, H83 1.090
70 C -1.0293 -4.0752 -0.2495  C66 1.534, H84 1.090, H85 1.090, H86 1.090
71 C 1.3200 -5.9594 3.3727  C62 1.594, H87 1.090, H88 1.090, H89 1.090
72 H 1.3004 -3.1773 4.8070  C61 1.090
73 H 1.3066 -2.4062 3.2295  C61 1.090
74 H 2.5654 -3.6285 3.4955  C61 1.090
75 H -0.4587 -4.9059 4.8638  C63 1.090
76 H -0.7778 -3.2926 4.0440  C63 1.090
77 H -2.6901 -4.7631 4.1879  C64 1.090
78 H -2.0772 -6.1241 3.3647  C64 1.090
79 H -2.3517 -3.4856 1.9627  C65 1.090
80 H -2.9229 -5.0567 1.6366  C65 1.090
81 H 0.0300 -6.4881 0.0566  C69 1.090
82 H -0.7234 -7.0067 1.5521  C69 1.090
83 H -1.6685 -6.5602 0.0654  C69 1.090
84 H -1.9844 -4.2513 -0.7443  C70 1.090
85 H -0.7712 -3.0238 -0.1223  C70 1.090
86 H -0.3306 -4.4504 -0.9973  C70 1.090
87 H 1.6283 -6.1340 4.4035  C71 1.090
88 H 2.2134 -6.0548 2.7556  C71 1.090
89 H 0.5135 -6.6677 3.1828  C71 1.090
90 H 1.4889 -3.2790 0.7258  O68 0.960
91 C -1.0330 5.6657 -6.8008  C92 1.544, H102 1.090, H103 1.090, H104 1.090
92 C 0.4271 5.8891 -6.3524  C91 1.544, C93 1.545, N97 1.511, C101 1.500
93 C 0.6008 5.2105 -4.9756  C92 1.545, C94 1.529, H105 1.090, H106 1.090
94 C 0.7019 3.6921 -5.1281  C93 1.529, C95 1.541, H107 1.090, H108 1.090
95 C 1.6812 3.2116 -6.2171  C94 1.541, C96 1.582, H109 1.090, H110 1.090
96 C 1.4695 3.8195 -7.6621  C95 1.582, N97 1.511, C99 1.577, C100 1.541
97 N 1.3881 5.2971 -7.3574  C92 1.511, C96 1.511, O98 1.403
98 O 1.2935 5.9249 -8.6090  N97 1.403, H120 0.960
99 C 2.7809 3.3402 -8.3944  C96 1.577, H111 1.090, H112 1.090, H113 1.090
100 C 0.2482 3.1132 -8.2818  C96 1.541, H114 1.090, H115 1.090, H116 1.090
101 C 0.7328 7.3570 -6.3049  C92 1.500, H117 1.090, H118 1.090, H119 1.090
102 H -1.4040 4.6616 -6.5951  C91 1.090
103 H -1.1068 5.8360 -7.8749  C91 1.090
104 H -1.6867 6.3717 -6.2887  C91 1.090
105 H 1.6073 5.4653 -4.6435  C93 1.090
106 H -0.1170 5.5361 -4.2227  C93 1.090
107 H -0.2731 3.2241 -5.2637  C94 1.090
108 H 1.0736 3.2188 -4.2193  C94 1.090
109 H 1.5047 2.1412 -6.3228  C95 1.090
110 H 2.6954 3.3435 -5.8402  C95 1.090
111 H 2.7758 3.7931 -9.3858  C99 1.090
112 H 3.6307 3.8477 -7.9378  C99 1.090
113 H 2.7978 2.2504 -8.4084  C99 1.090
114 H 0.4815 2.2608 -8.9199  C100 1.090
115 H -0.4673 2.7124 -7.5638  C100 1.090
116 H -0.3074 3.7435 -8.9761  C100 1.090
117 H 1.7730 7.5798 -6.0672  C101 1.090
118 H 0.3012 7.9978 -5.5360  C101 1.090
119 H 0.5782 7.8337 -7.2728  C101 1.090
120 H 1.7478 6.7552 -8.4480  O98 0.960
121 C -1.8042 -4.6777 -4.3071  C122 1.544, H132 1.090, H133 1.090, H134 1.090
122 C -3.2787 -4.3115 -4.0344  C121 1.544, C123 1.571, N127 1.495, C131 1.534
123 C -3.9208 -5.4540 -3.1677  C122 1.571, C124 1.491, H135 1.090, H136 1.090
124 C -5.2399 -5.1321 -2.5512  C123 1.491, C125 1.511, H137 1.090, H138 1.090
125 C -5.1574 -3.8691 -1.7256  C124 1.511, C126 1.562, H139 1.090, H140 1.090
126 C -4.5136 -2.6474 -2.4555  C125 1.562, N127 1.501, C129 1.580, C130 1.561
127 N -3.3140 -3.0233 -3.2761  C122 1.495, C126 1.501, O128 1.371
128 O -2.6179 -1.9500 -3.7693  N127 1.371, H150 0.960
129 C -5.7540 -1.9649 -3.1569  C126 1.580, H141 1.090, H142 1.090, H143 1.090
130 C -4.0371 -1.6992 -1.3108  C126 1.561, H144 1.090, H145 1.090, H146 1.090
131 C -3.9662 -4.2342 -5.4035  C122 1.534, H147 1.090, H148 1.090, H149 1.090
132 H -1.6557 -5.5965 -4.8743  C121 1.090
133 H -1.4016 -4.8195 -3.3041  C121 1.090
134 H -1.1594 -4.0199 -4.8898  C121 1.090
135 H -3.9632 -6.4002 -3.7070  C123 1.090
136 H -3.1709 -5.7741 -2.4443  C123 1.090
137 H -5.5827 -5.8646 -1.8205  C124 1.090
138 H -6.0167 -4.9106 -3.2830  C124 1.090
139 H -4.7068 -4.0483 -0.7495  C125 1.090
140 H -6.1962 -3.6322 -1.4957  C125 1.090
141 H -5.6385 -0.8916 -3.0055  C129 1.090
142 H -5.6425 -2.2385 -4.2061  C129 1.090
143 H -6.7193 -2.2575 -2.7439  C129 1.090
144 H -3.2479 -2.0584 -0.6504  C130 1.090
145 H -3.5895 -0.7528 -1.6142  C130 1.090
146 H -4.8658 -1.4113 -0.6640  C130 1.090
147 H -3.5103 -3.4748 -6.0388  C131 1.090
148 H -5.0269 -3.9832 -5.4119  C131 1.090
149 H -3.8535 -5.1807 -5.9321  C131 1.090
150 H -3.1142 -1.6981 -4.5515  O128 0.960
151 C -4.7818 0.9261 7.3587  C152 1.554, H162 1.090, H163 1.090, H164 1.090
152 C -3.7785 -0.1611 7.8357  C151 1.554, C153 1.524, N157 1.496, C161 1.554
153 C -3.9188 -1.3563 6.9004  C152 1.524, C154 1.513, H165 1.090, H166 1.090
154 C -2.8457 -2.4067 7.0819  C153 1.513, C155 1.553, H167 1.090, H168 1.090
155 C -1.4371 -1.8094 6.8129  C154 1.553, C156 1.505, H169 1.090, H170 1.090
156 C -1.1658 -0.5536 7.5962  C155 1.505, N157 1.513, C159 1.509, C160 1.556
157 N -2.3844 0.3424 7.6306  C152 1.496, C156 1.513, O158 1.405
158 O -2.0958 1.6085 8.1677  N157 1.405, H180 0.960
159 C -0.6792 -0.9517 8.9685  C156 1.509, H171 1.090, H172 1.090, H173 1.090
160 C 0.0475 0.1470 6.9199  C156 1.556, H174 1.090, H175 1.090, H176 1.090
161 C -4.1839 -0.4258 9.3125  C152 1.554, H177 1.090, H178 1.090, H179 1.090
162 H -4.4978 1.8461 7.8696  C151 1.090
163 H -5.7830 0.7551 7.7543  C151 1.090
164 H -4.5744 1.0952 6.3021  C151 1.090
165 H -4.8922 -1.8348 7.0086  C153 1.090
166 H -3.8491 -1.2109 5.8223  C153 1.090
167 H -2.9346 -3.3265 6.5038  C154 1.090
168 H -2.8562 -2.7927 8.1012  C154 1.090
169 H -1.2374 -1.6794 5.7493  C155 1.090
170 H -0.6827 -2.5524 7.0715  C155 1.090
171 H -0.3424 -0.2072 9.6899  C159 1.090
172 H -1.2931 -1.6446 9.5439  C159 1.090
173 H 0.2488 -1.4529 8.6935  C159 1.090
174 H -0.1657 0.7276 6.0224  C160 1.090
175 H 0.4887 0.9077 7.5640  C160 1.090
176 H 0.8412 -0.5304 6.6047  C160 1.090
177 H -4.9949 -1.1477 9.4085  C161 1.090
178 H -4.5280 0.4670 9.8346  C161 1.090
179 H -3.3814 -0.8426 9.9212  C161 1.090
180 H -1.8155 1.3518 9.0493  O158 0.960
181 O -3.4535 5.4740 -0.6157  H182 0.957, H183 0.957
182 H -2.8144 5.8522 -0.0118  O181 0.957
183 H -3.9207 4.8220 -0.0932  O181 0.957
184 O -2.3517 6.0436 2.0016  H185 0.957, H186 0.957
185 H -1.5152 6.4615 1.7968  O184 0.957
186 H -2.1142 5.1678 2.3061  O184 0.957
187 O -4.7308 1.1658 2.9956  H188 0.957, H189 0.957
188 H -5.2808 0.6358 2.4187  O187 0.957
189 H -3.8432 1.0453 2.6581  O187 0.957
190 O 4.0225 3.4466 2.3043  H191 0.957, H192 0.957
191 H 3.3104 3.9664 2.6772  O190 0.957
192 H 3.6250 2.5971 2.1134  O190 0.957
193 O -2.0246 2.5739 5.5081  H194 0.957, H195 0.957
194 H -2.9094 2.6102 5.1446  O193 0.957
195 H -2.0901 1.9578 6.2377  O193 0.957
196 O -0.6969 4.6699 4.2330  H197 0.957, H198 0.957
197 H 0.1087 4.7905 4.7357  O196 0.957
198 H -1.0512 3.8367 4.5436  O196 0.957